# 1
Below is a 10-piece molecular cluster, C30H90O40P10 overall at a distorted geometry, with properties calculated with ωB97M-V/def2-TZVPD.

CARTESIAN COORDINATES (ANGSTROEM)
C1 0.47 -1.98 -4.21
O1 -0.34 -0.84 -4.15
P1 -1.89 -1.00 -4.57
O2 -2.00 -1.40 -6.01
O3 -2.52 -2.15 -3.58
C2 -2.55 -1.90 -2.20
O4 -2.61 0.40 -4.20
C3 -2.73 1.50 -5.05
H1 0.80 -2.24 -3.20
H2 1.40 -1.66 -4.69
H3 0.03 -2.78 -4.81
H4 -1.89 -1.07 -1.96
H5 -2.40 -2.75 -1.54
H6 -3.51 -1.45 -1.95
H7 -3.29 1.18 -5.93
H8 -1.71 1.85 -5.22
H9 -3.25 2.26 -4.47
C4 4.88 -8.86 4.18
O5 3.93 -7.91 3.77
P2 4.19 -6.30 4.08
O6 5.45 -5.72 3.56
O7 4.04 -6.17 5.68
C5 2.80 -6.40 6.35
O8 2.80 -5.58 3.59
C6 2.82 -4.92 2.30
H10 5.83 -8.35 4.26
H11 4.97 -9.60 3.39
H12 4.53 -9.42 5.06
H13 1.92 -6.51 5.72
H14 2.62 -5.52 6.97
H15 2.87 -7.26 7.01
H16 1.79 -4.95 1.97
H17 3.58 -5.27 1.59
H18 3.05 -3.87 2.49
C7 -3.94 1.91 -0.56
O9 -4.57 2.18 0.74
P3 -6.16 2.44 0.85
O10 -6.61 2.85 2.21
O11 -6.81 0.99 0.47
C8 -6.72 -0.11 1.37
O12 -6.50 3.46 -0.35
C9 -7.45 4.46 -0.14
H19 -4.54 1.96 -1.46
H20 -3.55 0.90 -0.41
H21 -3.03 2.51 -0.68
H22 -7.69 -0.52 1.64
H23 -6.17 0.09 2.29
H24 -6.23 -0.92 0.83
H25 -8.04 4.41 -1.06
H26 -7.08 5.49 -0.11
H27 -8.06 4.20 0.72
C10 5.27 -0.17 -8.59
O13 4.87 0.40 -7.32
P4 5.88 0.13 -6.08
O14 6.37 -1.28 -6.00
O15 7.06 1.20 -6.22
C11 8.04 0.78 -7.14
O16 5.03 0.69 -4.82
C12 3.72 0.16 -4.51
H28 5.67 0.70 -9.11
H29 4.47 -0.52 -9.24
H30 6.10 -0.88 -8.55
H31 8.95 0.71 -6.54
H32 8.11 1.58 -7.88
H33 7.96 -0.15 -7.69
H34 3.47 -0.66 -5.18
H35 2.93 0.90 -4.49
H36 3.63 -0.24 -3.49
C13 -3.99 -0.63 7.39
O17 -4.10 -1.67 6.39
P5 -4.51 -1.28 4.85
O18 -5.97 -1.48 4.56
O19 -3.76 0.16 4.57
C14 -4.52 1.36 4.34
O20 -3.54 -2.33 4.07
C15 -3.41 -2.21 2.68
H37 -4.35 -1.04 8.33
H38 -4.50 0.33 7.25
H39 -2.94 -0.43 7.60
H40 -5.61 1.35 4.43
H41 -4.36 1.51 3.27
H42 -4.17 2.25 4.86
H43 -3.44 -3.20 2.23
H44 -2.39 -1.85 2.51
H45 -4.12 -1.52 2.21
C16 -4.27 -5.14 -0.83
O21 -2.98 -5.18 -0.30
P6 -1.67 -5.59 -1.21
O22 -1.78 -5.14 -2.66
O23 -0.33 -5.01 -0.45
C17 0.64 -4.18 -1.01
O24 -1.55 -7.20 -1.11
C18 -1.15 -7.88 0.08
H46 -4.94 -5.43 -0.02
H47 -4.49 -5.69 -1.74
H48 -4.54 -4.13 -1.12
H49 0.58 -3.14 -0.70
H50 0.83 -4.32 -2.07
H51 1.56 -4.58 -0.60
H52 -0.13 -8.23 -0.05
H53 -1.80 -8.75 0.21
H54 -1.24 -7.35 1.03
C19 3.65 0.54 1.91
O25 5.01 0.64 2.25
P7 6.07 1.35 1.26
O26 5.88 2.72 0.89
O27 7.48 1.14 2.08
C20 7.96 -0.18 2.35
O28 6.11 0.30 0.02
C21 5.09 0.40 -1.00
H55 3.30 -0.48 1.72
H56 3.33 1.20 1.11
H57 3.12 0.76 2.84
H58 8.02 -0.31 3.43
H59 8.91 -0.39 1.87
H60 7.24 -0.92 2.00
H61 5.63 0.69 -1.90
H62 4.40 1.24 -0.99
H63 4.42 -0.45 -1.16
C22 0.79 -1.64 2.65
O29 0.66 -0.24 2.28
P8 -0.11 0.25 0.97
O30 -1.20 -0.63 0.46
O31 -0.60 1.74 1.40
C23 -1.82 2.11 1.97
O32 1.14 0.45 -0.06
C24 0.94 0.84 -1.41
H64 0.33 -2.25 1.87
H65 0.34 -1.86 3.62
H66 1.82 -2.00 2.67
H67 -2.56 1.34 1.76
H68 -2.24 3.06 1.63
H69 -1.77 2.21 3.06
H70 1.63 1.59 -1.78
H71 -0.12 1.10 -1.51
H72 1.04 -0.02 -2.08
C25 0.30 4.35 -0.91
O33 -0.77 4.46 -1.88
P9 -0.35 4.52 -3.42
O34 0.46 5.68 -3.87
O35 0.32 3.05 -3.67
C26 0.93 2.81 -4.96
O36 -1.80 4.36 -4.13
C27 -1.86 4.92 -5.43
H73 1.20 3.88 -1.31
H74 0.00 3.77 -0.04
H75 0.67 5.29 -0.50
H76 0.61 3.49 -5.75
H77 0.85 1.79 -5.34
H78 1.98 3.02 -4.77
H79 -1.37 5.89 -5.55
H80 -2.92 5.12 -5.60
H81 -1.57 4.27 -6.25
C28 -0.06 4.54 4.30
O37 -0.63 5.87 4.24
P10 -1.10 6.56 2.83
O38 -0.11 6.48 1.75
O39 -1.54 8.05 3.40
C29 -0.56 9.05 3.52
O40 -2.42 5.77 2.42
C30 -3.50 5.66 3.34
H82 -0.20 3.96 3.39
H83 -0.64 4.07 5.09
H84 1.00 4.51 4.55
H85 -0.73 9.47 4.51
H86 -0.55 9.90 2.83
H87 0.45 8.64 3.56
H88 -3.21 5.29 4.32
H89 -4.34 5.16 2.87
H90 -3.87 6.66 3.57

Results
Frontier orbital gap   10.588 eV
ΔE to the lowest compared entry with this formula, charge and spin   6.097 eV
Spin multiplicity   1
SMILES string   COP(=O)(OC)OC.COP(=O)(OC)OC.COP(=O)(OC)OC.COP(=O)(OC)OC.COP(=O)(OC)OC.COP(=O)(OC)OC.COP(=O)(OC)OC.COP(=O)(OC)OC.COP(=O)(OC)OC.COP(=O)(OC)OC

=====

# 2
Below is a 17-piece molecular cluster, C30H95N6O17 overall at a distorted geometry, with properties calculated with ωB97M-V/def2-TZVPD.

CARTESIAN COORDINATES (ANGSTROEM)
C1 1.85 -2.75 1.46
C2 0.59 -2.67 2.45
C3 -0.83 -2.62 1.73
C4 -1.06 -1.28 0.86
N1 -1.55 -0.24 1.81
N2 -1.97 0.89 1.14
C5 -3.23 1.07 0.51
N3 -4.27 0.24 0.36
C6 -5.56 0.55 -0.30
N4 -6.17 -0.60 -1.03
N5 -3.34 2.39 -0.06
C7 -2.07 2.95 0.27
N6 -1.25 2.04 0.98
O1 -0.03 2.40 1.40
C8 1.01 1.46 0.96
C9 2.49 2.02 1.13
C10 2.70 2.97 2.39
C11 3.02 2.75 -0.20
C12 3.69 1.78 -1.28
C13 3.04 0.33 -1.39
C14 5.28 1.57 -1.07
H1 1.58 -2.71 0.35
H2 2.60 -1.92 1.72
H3 2.41 -3.73 1.64
H4 0.64 -3.60 3.11
H5 0.70 -1.77 3.16
H6 -1.07 -3.50 1.06
H7 -1.63 -2.61 2.56
H8 -0.09 -1.01 0.36
H9 -1.85 -1.54 0.07
H10 -2.34 -0.60 2.36
H11 -4.16 -0.71 0.76
H12 -5.53 1.42 -1.02
H13 -6.28 0.88 0.54
H14 -6.84 -0.15 -1.68
H15 -6.73 -1.11 -0.34
H16 -1.90 4.01 -0.07
H17 0.79 1.13 -0.10
H18 0.94 0.54 1.65
H19 3.18 1.12 1.28
H20 3.32 2.44 3.20
H21 1.74 3.30 2.91
H22 3.24 3.94 2.10
H23 2.20 3.35 -0.72
H24 3.82 3.53 0.08
H25 3.58 2.31 -2.29
H26 3.62 -0.24 -2.20
H27 3.17 -0.24 -0.41
H28 1.95 0.35 -1.73
H29 5.38 0.59 -0.47
H30 5.69 1.36 -2.12
H31 5.78 2.44 -0.57
C15 0.67 6.39 2.61
O2 -0.48 5.59 2.88
H32 0.41 7.44 2.72
H33 1.47 6.13 3.31
H34 1.00 6.21 1.58
H35 -0.22 4.67 2.77
C16 7.49 3.89 -2.76
O3 7.53 3.14 -3.97
H36 6.46 3.98 -2.43
H37 8.07 3.36 -1.99
H38 7.92 4.88 -2.92
H39 8.45 3.07 -4.23
C17 -0.06 7.99 6.32
O4 -0.70 8.39 5.11
H40 -0.16 8.79 7.05
H41 -0.54 7.09 6.71
H42 1.00 7.79 6.13
H43 -0.60 7.66 4.49
C18 -3.60 6.38 4.07
O5 -3.55 5.64 2.86
H44 -4.64 6.47 4.38
H45 -3.04 5.86 4.85
H46 -3.19 7.38 3.91
H47 -2.62 5.57 2.60
C19 -8.74 0.74 3.28
O6 -8.71 0.00 2.07
H48 -9.77 0.85 3.61
H49 -8.17 0.22 4.05
H50 -8.31 1.73 3.11
H51 -7.79 -0.09 1.81
C20 -1.00 -5.96 3.90
O7 -1.66 -5.57 2.71
H52 -1.07 -5.15 4.63
H53 -1.47 -6.85 4.32
H54 0.06 -6.16 3.68
H55 -1.58 -6.31 2.09
C21 1.91 -7.09 1.05
O8 2.49 -6.61 2.25
H56 1.09 -6.43 0.76
H57 2.66 -7.11 0.26
H58 1.51 -8.10 1.22
H59 3.20 -7.21 2.49
C22 -1.36 -10.00 4.42
O9 -2.47 -9.14 4.18
H60 -0.66 -9.50 5.08
H61 -1.71 -10.93 4.88
H62 -0.86 -10.23 3.47
H63 -3.07 -9.60 3.59
C23 1.59 -1.50 5.98
O10 2.78 -1.91 5.32
H64 1.26 -0.56 5.56
H65 0.81 -2.26 5.82
H66 1.78 -1.38 7.05
H67 3.06 -2.74 5.71
C24 -2.31 -2.39 -2.64
O11 -1.15 -2.94 -2.03
H68 -2.35 -1.32 -2.42
H69 -2.26 -2.53 -3.72
H70 -3.21 -2.88 -2.25
H71 -1.14 -3.89 -2.24
C25 10.97 2.92 -0.50
O12 9.75 3.12 0.21
H72 10.78 3.08 -1.57
H73 11.72 3.63 -0.15
H74 11.32 1.90 -0.35
H75 9.94 2.97 1.14
C26 -1.78 -5.09 -5.04
O13 -0.87 -5.16 -3.95
H76 -2.38 -4.19 -4.93
H77 -1.22 -5.04 -5.98
H78 -2.43 -5.97 -5.03
H79 -0.34 -5.96 -4.07
C27 3.71 2.25 -5.64
O14 2.64 1.52 -5.05
H80 4.60 2.12 -5.02
H81 3.91 1.88 -6.64
H82 3.45 3.31 -5.68
H83 1.86 1.65 -5.61
C28 -3.22 3.23 -4.00
O15 -4.08 3.62 -2.94
H84 -3.39 3.89 -4.86
H85 -2.17 3.32 -3.69
H86 -3.43 2.20 -4.30
H87 -3.91 3.03 -2.20
C29 -4.43 -4.23 -7.55
O16 -3.78 -3.02 -7.18
H88 -4.91 -4.66 -6.67
H89 -5.18 -4.03 -8.31
H90 -3.69 -4.94 -7.94
H91 -3.36 -2.66 -7.97
C30 -1.94 0.14 -7.19
O17 -1.94 -0.60 -8.40
H92 -2.97 0.25 -6.85
H93 -1.36 -0.39 -6.43
H94 -1.52 1.13 -7.37
H95 -1.02 -0.68 -8.68

Results
Frontier orbital gap   9.198 eV
Net charge   +1
Spin multiplicity   1